(1)
ORCA calculation (ωB97M-V/def2-TZVPD) on a structure of composition C26H58AlP4S in a non-equilibrium geometry.

Net charge: +3
Relative energy (zero: lowest compared OMol25 entry of this formula, charge and spin), kJ/mol: 0.0
E_HOMO (spin up / spin down), eV: -15.626 / -14.943
Kohn-Sham gap (spin up / spin down), eV: 6.21 / 4.21

The geometry in XYZ format:
```
90
Properties=species:S:1:pos:R:3:lowdin_charge:R:1
S -2.228 2.356 1.634 0.837
P 1.239 -0.369 -1.006 0.797
P 1.462 -0.052 3.697 1.293
P -1.944 1.299 -2.584 0.741
P -1.868 -1.230 0.294 0.728
Al -1.696 1.074 -0.361 0.137
C 2.387 -2.606 4.821 -0.088
C -3.328 2.356 -2.993 -0.217
C -3.699 -1.370 0.341 -0.241
C 0.310 4.923 3.246 -0.047
C -0.652 3.928 3.038 -0.122
C 0.984 4.743 0.907 -0.062
C 0.426 -0.137 5.254 -0.506
C 4.190 -1.178 3.686 -0.094
C -2.212 -0.242 -3.496 -0.200
C 1.371 0.273 6.421 -0.082
C -1.423 -1.875 1.951 -0.216
C 2.331 1.616 3.774 -0.503
C 2.282 -1.474 0.026 -0.272
C -4.280 3.109 0.279 -0.233
C 2.599 2.129 2.352 -0.123
C 2.706 -1.516 3.773 -0.497
C 2.544 0.859 -1.430 -0.264
C 1.196 5.275 2.204 -0.046
C -0.503 2.033 -3.438 -0.199
C 3.603 1.769 4.586 -0.093
C 1.316 -1.363 -2.573 -0.263
C -0.924 0.632 5.224 -0.088
C -1.459 -2.719 -0.678 -0.228
C -0.079 3.863 0.643 -0.120
C -3.700 4.331 0.025 -0.092
C -0.919 3.529 1.719 -0.597
H -1.436 0.432 6.176 0.101
H 2.916 1.362 -0.522 0.030
H 1.026 -0.757 -3.432 0.025
H 4.771 -2.109 3.682 0.105
H 2.320 -0.306 6.443 0.079
H 2.144 1.621 -2.119 0.032
H -1.679 -2.584 -1.739 0.042
H -4.651 2.522 -0.601 0.051
H -1.321 3.557 3.832 0.103
H 4.451 -0.646 2.760 0.081
H 2.721 -2.347 5.841 0.092
H -1.277 -0.821 -3.625 0.051
H -4.163 5.049 -0.667 0.095
H 0.655 -2.228 -2.495 0.028
H 0.186 -1.211 5.412 0.101
H 2.740 -0.901 0.841 0.013
H 2.471 -1.986 2.803 0.065
H 2.931 -3.518 4.518 0.104
H -2.603 0.042 -4.491 0.093
H -1.546 -1.101 2.720 0.022
H 4.464 1.322 4.092 0.074
H -4.267 1.796 -2.932 0.081
H 3.391 0.346 -1.920 0.069
H 2.343 -1.710 -2.701 0.058
H 0.868 0.075 7.387 0.115
H -1.631 0.343 4.423 0.056
H 1.310 -2.846 4.835 0.075
H -2.075 -2.736 2.187 0.084
H 4.566 -0.608 4.539 0.075
H -3.941 -2.372 0.737 0.072
H -0.369 -2.196 1.973 0.040
H 3.271 1.472 1.780 0.068
H -3.118 4.804 0.804 0.039
H -4.115 -1.246 -0.672 0.055
H 3.087 3.114 2.405 0.095
H 1.560 2.282 4.196 0.097
H 1.634 1.346 6.380 0.083
H -0.914 2.562 -4.318 0.081
H -3.384 3.219 -2.323 0.036
H 1.691 -2.285 0.466 0.029
H 3.085 -1.920 -0.575 0.070
H -2.069 -3.552 -0.306 0.079
H -0.768 1.716 5.120 0.062
H 3.837 2.833 4.682 0.110
H 1.895 6.123 2.376 0.136
H -1.067 1.078 1.211 -0.095
H -4.888 3.069 1.207 0.093
H -4.141 -0.594 0.984 0.060
H 1.663 5.025 0.088 0.127
H 0.014 2.761 -2.786 0.053
H 3.544 1.385 5.601 0.068
H -0.257 3.520 -0.389 0.082
H 0.394 5.403 4.250 0.137
H 0.218 1.261 -3.774 0.054
H -2.961 -0.875 -2.990 0.057
H 1.680 2.264 1.764 0.049
H -0.407 -3.003 -0.593 0.040
H -3.178 2.695 -4.022 0.081
```

(2)
ORCA calculation (ωB97M-V/def2-TZVPD) on an isolated molecule of C5H6OS2 in a non-equilibrium geometry.

Net charge: 0
Relative energy (zero: lowest compared OMol25 entry of this formula, charge and spin), kJ/mol: 173.3
E_HOMO, eV: -8.741
SMILES: S=C[C@H]1OC[C@@H]2S[C@@H]21
Kohn-Sham gap, eV: 8.32

The geometry in XYZ format:
```
14
Properties=species:S:1:pos:R:3:lowdin_charge:R:1
S 2.145 -0.915 -0.330 0.901
S -2.656 -0.575 0.326 0.755
O 0.376 1.525 -0.493 -0.145
C 1.025 1.428 0.733 -0.242
C 0.428 -0.768 0.015 -0.588
C 1.256 -0.060 1.039 -0.417
C -0.288 0.272 -0.865 -0.338
C -1.798 0.481 -0.498 -0.577
H -2.160 1.359 -0.994 0.055
H 1.444 -0.367 2.088 0.125
H -0.129 -1.646 0.268 0.073
H 0.520 2.043 1.508 0.128
H 1.996 1.962 0.525 0.132
H -0.242 0.184 -1.930 0.137
```

(3)
ORCA calculation (ωB97M-V/def2-TZVPD) on a cluster of 3 separate species, C38H81N5O7P in total in a non-equilibrium geometry.

Net charge: -1
E_HOMO (spin up / spin down), eV: -3.724 / -3.724
Multiplicity: 3
Kohn-Sham gap (spin up / spin down), eV: 5.75 / 5.04

The geometry in XYZ format:
```
132
Properties=species:S:1:pos:R:3:mulliken_spin:R:1
P 1.562 1.544 1.239 0.000
O -3.140 -5.258 -0.131 0.634
O 0.408 -2.794 3.453 0.000
O -2.710 0.481 7.411 0.000
O -3.470 0.536 -0.887 0.000
O 2.490 4.910 -3.291 0.644
O 2.743 0.314 0.844 0.001
O -0.478 0.653 7.039 0.000
N 1.598 -3.233 0.282 0.000
N 3.299 5.238 -4.330 0.290
N -4.354 -5.507 -0.708 0.287
N 2.572 2.903 0.617 0.000
N -1.570 0.823 0.604 0.000
C -0.824 1.267 -0.607 0.000
C -6.731 -5.998 -0.115 0.010
C 0.660 -3.925 1.201 -0.002
C 1.769 7.129 -6.011 -0.015
C -2.151 2.648 6.423 0.000
C -1.775 1.201 6.963 0.000
C 2.313 1.934 2.968 0.000
C 2.355 -1.019 1.140 0.000
C 1.449 5.637 -6.012 0.015
C 3.106 0.820 3.743 0.000
C 0.758 1.454 -0.506 0.000
C 5.115 2.353 0.427 0.000
C 3.690 4.683 -6.723 0.018
C 1.923 0.610 6.162 0.000
C 2.358 7.558 -4.671 0.016
C 2.131 3.292 -5.460 -0.007
C -3.377 -1.220 0.790 0.004
C 0.440 1.269 6.080 0.000
C -4.106 -6.368 -1.909 0.028
C -4.773 -8.430 -0.530 -0.017
C -5.254 -6.076 0.343 0.027
C 2.199 -0.095 4.751 0.000
C 3.568 6.703 -4.248 0.024
C -2.789 0.111 0.094 -0.001
C 4.790 7.073 -5.125 0.011
C -5.243 -5.234 1.641 -0.016
C -2.189 1.996 1.348 0.000
C -3.792 -7.834 -1.535 0.018
C -4.906 -7.536 0.698 0.018
C 4.009 7.137 -2.826 -0.015
C -2.029 1.680 2.920 0.000
C -5.341 -6.310 -2.846 0.013
C 2.640 4.751 -5.583 0.023
C 1.298 -1.741 0.196 0.000
C 1.072 -3.897 2.743 0.000
C 2.647 -3.930 3.029 0.000
C -2.946 -5.840 -2.790 -0.008
C 3.666 2.583 -0.290 0.007
H -3.119 -4.803 -3.090 0.000
H 3.698 5.578 -7.349 0.001
H -1.088 2.227 3.262 0.000
H 1.107 5.345 -7.011 0.001
H -6.037 -7.135 -2.684 0.001
H 2.029 3.737 0.388 0.000
H 5.644 6.429 -4.898 -0.007
H 0.601 5.468 -5.338 0.002
H 0.736 0.489 1.779 0.000
H -2.784 -7.900 -1.110 0.001
H -3.235 2.621 6.040 0.000
H 2.715 1.356 6.486 0.000
H 4.595 7.016 -6.193 0.001
H 2.640 8.614 -4.727 0.000
H -5.988 -5.602 2.352 0.000
H 5.100 8.105 -4.942 0.000
H -3.784 -8.455 -2.437 0.002
H 3.859 3.558 -0.897 -0.009
H -4.422 -9.420 -0.223 0.002
H 5.176 1.276 0.785 0.000
H -4.281 -5.277 2.160 0.001
H -3.962 -7.568 1.257 0.003
H 0.854 7.698 -6.205 0.002
H 1.421 2.269 3.633 0.000
H 1.346 -1.483 -0.908 0.000
H -1.975 -5.898 -2.293 0.001
H 3.466 1.814 -1.120 0.002
H -3.284 2.170 1.034 0.000
H -2.618 -1.580 1.554 0.000
H 0.544 2.383 6.319 0.000
H 1.812 -0.241 6.933 0.000
H 2.004 -1.196 2.228 0.000
H 1.572 7.495 -3.908 0.002
H 2.837 -1.040 4.941 0.000
H -2.960 2.077 3.446 0.000
H 0.643 -4.851 3.236 0.000
H 3.794 0.127 3.163 0.000
H 3.500 3.850 -7.405 0.001
H 5.958 2.669 -0.274 0.000
H -5.056 -6.369 -3.900 0.001
H -5.475 -4.186 1.436 0.003
H 1.504 -3.628 -0.663 0.000
H 1.325 0.659 -1.125 0.000
H -6.986 -4.987 -0.445 -0.005
H 0.255 -1.591 0.662 0.000
H 0.724 -2.849 4.381 0.000
H -0.019 1.094 5.039 0.000
H 2.939 2.617 -5.163 -0.002
H 3.324 -1.651 1.070 0.000
H 4.862 6.545 -2.482 0.002
H 2.833 -3.242 3.937 0.000
H 0.984 2.434 -1.074 0.000
H 1.313 3.187 -4.744 0.001
H -6.979 -6.690 -0.916 0.001
H 3.815 1.368 4.483 0.000
H 3.207 7.043 -2.089 0.000
H -3.654 -1.980 -0.008 -0.003
H 2.979 2.873 2.912 0.000
H -5.666 -7.955 1.364 0.001
H -1.517 3.016 5.554 0.000
H 4.312 8.188 -2.818 0.000
H -1.022 0.587 -1.519 0.000
H -0.432 -3.595 1.088 0.003
H 2.456 7.376 -6.826 0.000
H -5.885 -5.368 -2.734 -0.009
H 0.673 -5.039 0.892 0.000
H 5.129 3.071 1.324 0.000
H -1.280 2.284 -0.919 0.000
H -2.139 3.410 7.280 0.000
H 3.294 -3.517 2.190 0.000
H -1.880 0.562 3.073 0.000
H -1.640 2.976 1.132 0.000
H 1.742 2.939 -6.420 0.001
H -5.752 -8.588 -0.994 0.000
H 1.270 -0.434 4.190 0.000
H -2.855 -6.438 -3.703 0.000
H 4.698 4.525 -6.329 -0.011
H -4.354 -0.916 1.315 0.000
H 3.046 -4.976 3.272 0.000
H -7.405 -6.253 0.707 0.000
H 0.522 2.532 1.572 0.000
```

(4)
ORCA calculation (ωB97M-V/def2-TZVPD) on an isolated molecule of C3H5P in a non-equilibrium geometry.

Net charge: 0
Relative energy (zero: lowest compared OMol25 entry of this formula, charge and spin), kJ/mol: 346.0
E_HOMO (spin up / spin down), eV: -4.792 / -10.102
Multiplicity: 3
Kohn-Sham gap (spin up / spin down), eV: 5.73 / 6.86

The geometry in XYZ format:
```
9
Properties=species:S:1:pos:R:3:mulliken_spin:R:1
P -0.604 -1.061 -0.753 0.955
C -1.844 -0.239 0.231 -0.047
C 1.202 -0.222 -0.162 0.741
C -2.584 0.115 1.110 0.422
H -0.411 -2.061 0.321 0.066
H 1.575 -1.186 0.082 -0.089
H -3.426 0.392 1.536 0.025
H 1.160 0.438 0.700 -0.004
H 1.702 0.158 -1.012 -0.068
```

Quick rundown of total energy, same order as above: -3030.379168 -1065.662711 -2637.912402 -458.376850 Eh